C4H8O in the gas phase, computed with wB97M-V/def2-TZVPD.

Structure (XYZ):
```
13
Properties=species:S:1:pos:R:3:nbo_charge:R:1
C -1.723 -0.542 -0.049 -0.6412
C -0.526 -0.008 -0.783 -0.0737
C 1.440 0.940 0.646 -0.5694
C 1.695 -0.275 0.172 0.1651
O 0.656 -0.979 -0.320 -0.5296
H -1.659 -0.291 1.018 0.2133
H -1.705 -1.624 -0.150 0.2232
H -2.672 -0.138 -0.420 0.2161
H -0.427 -0.240 -1.829 0.1958
H -0.531 1.114 -0.715 0.2103
H 2.183 1.699 0.774 0.2075
H 0.440 1.103 1.032 0.1938
H 2.693 -0.732 0.173 0.1888
```

Results
SMILES string	C=COCC
spin multiplicity	1
maximum force	2.1	eV/Å
relative energy (zero: lowest compared OMol25 entry of this formula, charge and spin)	55.6	kcal/mol